1:
Formula: C2H2N2O
Source: the OMol25 dataset
Level of theory: ωB97M-V/def2-TZVPD

```
7
Properties=species:S:1:pos:R:3:lowdin_charge:R:1
O 0.58 1.91 0.51 0.0580
C -0.21 1.06 0.21 -0.2904
C -0.09 -0.33 0.78 -0.0839
N 1.12 -0.94 0.44 -0.0038
N 0.48 -1.66 -0.35 0.0922
H -1.14 1.28 -0.36 0.1152
H -0.64 -1.40 -0.07 0.1127
```

Computed properties:
LUMO level	-0.7909	eV
molecular weight	70.05	g mol⁻¹
HOMO-LUMO gap	8.9493	eV

***

2:
Formula: C2H2N2O
Source: the OMol25 dataset
Level of theory: ωB97M-V/def2-TZVPD

```
7
Properties=species:S:1:pos:R:3:lowdin_charge:R:1
C 0.30 0.85 0.71 0.1399
C 0.33 0.02 -0.16 -0.1635
N 0.25 -0.92 -1.12 -0.0218
N 1.07 -1.35 -2.08 -0.1038
O 2.17 -0.85 -2.21 -0.0211
H 0.35 1.56 1.48 0.0197
H -0.64 -1.42 -1.15 0.1505
```

Computed properties:
LUMO level	0.3248	eV
molecular weight	70.05	g mol⁻¹
HOMO-LUMO gap	10.2097	eV

***

3:
Formula: C2H2N2O
Source: the OMol25 dataset
Level of theory: ωB97M-V/def2-TZVPD

```
7
Properties=species:S:1:pos:R:3:lowdin_charge:R:1
O -0.16 -0.02 1.91 0.0351
C 0.53 0.05 0.91 -0.2916
C 0.03 0.42 -0.45 -0.1365
N -1.45 0.20 -0.62 0.0462
N -1.03 -0.67 -1.29 0.1431
H 1.63 -0.06 0.98 0.1116
H 0.45 0.09 -1.44 0.0921
```

Computed properties:
LUMO level	-0.3827	eV
molecular weight	70.05	g mol⁻¹
HOMO-LUMO gap	9.2822	eV

***

4:
Formula: C2H2N2O
Source: the OMol25 dataset
Level of theory: ωB97M-V/def2-TZVPD

```
7
Properties=species:S:1:pos:R:3:lowdin_charge:R:1
C 0.61 -0.31 -0.18 -0.3025
C 0.30 0.73 -0.96 0.0235
N 0.61 -1.32 0.47 0.0888
N -1.30 -0.24 1.69 0.1881
O -0.72 -1.23 1.55 -0.0697
H 0.13 1.77 -0.61 0.0629
H 0.37 0.59 -1.96 0.0088
```

Computed properties:
LUMO level (alpha / beta)	-0.9606 / -0.9611	eV
molecular weight	70.05	g mol⁻¹
HOMO-LUMO gap (alpha / beta)	7.4318 / 7.4312	eV

***

Which of them is most stable? Easy: 3.

***

1:
Formula: C2H2N2O
Source: the OMol25 dataset
Level of theory: ωB97M-V/def2-TZVPD

```
7
Properties=species:S:1:pos:R:3:lowdin_charge:R:1
C 0.76 0.29 -0.01 -0.1414
C -0.64 0.50 -0.03 -0.1341
N -1.25 -0.67 0.01 0.0722
O -0.25 -1.56 0.00 -0.1118
N 0.99 -1.00 -0.04 0.0727
H 1.62 0.99 0.13 0.1268
H -1.22 1.44 -0.06 0.1156
```

Computed properties:
LUMO level	0.6716	eV
molecular weight	70.05	g mol⁻¹
HOMO-LUMO gap	12.1777	eV

***

2:
Formula: C2H2N2O
Source: the OMol25 dataset
Level of theory: ωB97M-V/def2-TZVPD

```
7
Properties=species:S:1:pos:R:3:lowdin_charge:R:1
C 0.90 -0.97 0.08 -0.1777
C 0.82 0.42 -0.12 -0.2486
N 0.81 -2.05 0.46 0.2235
N -1.09 0.38 0.27 0.0949
O 1.42 1.41 -0.27 0.1824
H -1.29 -0.30 -0.38 -0.0318
H -1.57 1.11 -0.06 -0.0428
```

Computed properties:
LUMO level	-1.1079	eV
molecular weight	70.05	g mol⁻¹
HOMO-LUMO gap	9.1730	eV

***

3:
Formula: C2H2N2O
Source: the OMol25 dataset
Level of theory: ωB97M-V/def2-TZVPD

```
7
Properties=species:S:1:pos:R:3:lowdin_charge:R:1
C -0.38 -0.97 0.03 -0.1954
C 0.98 -0.98 -0.01 -0.0321
N 0.07 1.08 0.02 -0.0417
N -0.92 0.29 -0.07 0.0966
O 1.29 0.43 -0.04 -0.0578
H -0.87 -1.89 0.03 0.0686
H -0.17 2.04 0.04 0.1617
```

Computed properties:
LUMO level	0.0115	eV
molecular weight	70.05	g mol⁻¹
HOMO-LUMO gap	9.3627	eV

***

4:
Formula: C2H2N2O
Source: the OMol25 dataset
Level of theory: ωB97M-V/def2-TZVPD

```
7
Properties=species:S:1:pos:R:3:lowdin_charge:R:1
C 2.64 -0.14 1.01 -0.0965
C -2.33 0.04 -0.02 -0.4182
N 2.64 0.28 -0.06 0.0422
N -1.22 -0.35 -0.33 0.1558
O -3.38 0.49 0.12 0.1726
H 2.52 0.86 -0.84 0.0550
H -0.86 -1.18 0.13 0.0891
```

Computed properties:
LUMO level	0.6461	eV
molecular weight	70.05	g mol⁻¹
HOMO-LUMO gap	11.8443	eV

***

Which of them is most stable? Easy: 4.